1.
The following is a DFT calculation (wB97M-V/def2-TZVPD) of a cluster of 7 separate species, C5H26N2O6S in total in a non-equilibrium geometry.

```
40
Properties=species:S:1:pos:R:3:forces:R:3
C -1.0828 2.4857 -1.7561 1.833 -0.706 0.225
C -1.3695 0.9681 -1.5058 1.044 1.462 -0.827
C -2.1503 1.0735 -0.2397 -1.292 -1.126 2.903
C -3.0260 -0.1707 -0.0308 0.456 -0.710 0.346
S -4.3304 0.1077 1.2095 0.047 -0.334 -0.256
N -0.2053 0.0538 -1.5477 1.068 0.136 0.686
C 0.2215 -0.4340 -2.8518 -1.666 -0.842 -1.207
N 1.1162 -1.5965 -2.7428 -0.677 1.115 -0.892
H -1.9339 2.9306 -2.2026 -0.748 0.596 -0.507
H -0.1962 2.6212 -2.3750 -0.085 0.118 -0.403
H -0.8545 3.0246 -0.8041 -0.249 -0.584 -0.597
H -2.0036 0.5227 -2.3040 0.044 0.681 0.435
H -1.5999 1.0806 0.7658 0.293 0.175 -1.623
H -2.7190 2.0507 -0.1165 0.293 -1.368 -0.798
H -2.3474 -1.0280 0.1644 -0.353 0.546 0.890
H -3.4774 -0.6401 -0.9011 -0.684 0.905 -0.511
H -3.5543 0.2015 2.2997 0.078 -0.105 -0.075
H 0.6852 0.3966 -1.1307 -1.325 0.132 0.216
H -0.7235 -0.7348 -3.4378 1.116 0.385 0.889
H 0.7042 0.3294 -3.4933 -0.030 -0.132 0.281
H 1.9826 -1.3383 -3.1696 0.609 -0.322 0.202
H 1.2135 -1.9675 -1.8190 0.083 -0.074 0.433
H 2.1130 -1.5639 2.4396 0.393 0.247 0.042
H 2.4236 -3.0266 1.9465 0.001 0.341 0.038
O 1.8640 -2.4820 2.5141 -0.513 -0.514 0.032
H -1.9020 -1.6017 3.4321 0.058 -0.224 -0.138
H -1.4649 -0.2865 4.0692 0.091 0.009 0.066
O -2.2404 -0.8063 3.8463 -0.085 0.217 0.090
H 3.1241 -0.8395 1.0135 0.683 0.343 -1.234
H 3.8780 -0.4702 -0.3682 0.273 -0.239 0.510
O 3.0429 -0.7295 0.0343 -0.611 -0.150 0.678
H 2.8138 1.4055 2.0450 -0.062 0.196 0.430
H 2.2705 0.7020 3.3343 0.700 0.418 -0.339
O 3.0913 0.9083 2.8429 -0.602 -0.836 0.419
H -0.5243 -1.7757 -0.6620 0.334 0.426 0.432
H 0.2082 -2.1549 0.7350 -1.478 -0.561 -1.916
O -0.4133 -2.4821 -0.0044 1.283 0.103 1.730
H 2.4947 0.9439 0.2760 0.095 -0.301 -0.596
H 2.6130 2.4875 -0.0700 -0.233 -0.630 0.471
O 2.2588 1.8348 0.5647 -0.180 1.209 -0.526
```
Forces are in eV/Å.

Computed properties:
Relative energy (zero: lowest compared OMol25 entry of this formula, charge and spin), eV: 2.446
Lowest unoccupied orbital energy, eV: -0.3133
SMILES: C[C@H](CCS)NCN.O.O.O.O.O.O
Gap between HOMO and LUMO, eV: 8.131
E_HOMO, eV: -8.44



2.
The following is a DFT calculation (wB97M-V/def2-TZVPD) of a structure of composition C8H12DyN2P in a non-equilibrium geometry.

```
24
Properties=species:S:1:pos:R:3:forces:R:3
C -0.5546 -1.0556 -2.4520 0.264 -1.986 -0.019
C -0.8052 -0.2508 -3.4934 -0.478 1.094 -2.205
C -0.5925 1.1556 -3.5834 0.388 0.051 0.914
C -0.0315 1.8943 -2.5005 -0.380 0.701 -2.846
C 0.3049 1.3537 -1.3197 1.918 1.146 0.712
Dy -0.2426 -0.4071 -0.4935 -3.024 3.846 -0.052
P -0.0358 -2.7076 0.2480 1.108 -5.206 1.094
H -0.8099 -2.1079 -2.5001 -0.168 -0.636 -0.946
H -1.1805 -0.7313 -4.4113 -0.112 0.378 0.014
H -0.8008 1.6601 -4.5162 -0.029 0.028 -0.036
H 0.8856 1.8889 -0.5708 0.360 0.882 -0.039
H 0.2238 2.9474 -2.7027 -0.355 -0.157 -0.089
H 1.2033 -3.0226 0.8400 0.041 -0.420 0.144
H -0.0683 -3.7082 -0.7370 0.063 -0.168 0.111
H -0.8546 -3.3374 1.1940 -0.069 -0.182 0.207
N 0.5217 1.5885 3.4393 -0.193 -1.222 -0.265
C 0.4453 0.2565 3.8718 -0.025 0.888 -0.742
C 0.2230 -0.5120 2.7792 0.202 1.610 0.106
N 0.1611 0.3066 1.6553 0.505 1.420 3.030
C 0.3406 1.5629 2.0897 -0.023 -1.874 1.078
H 0.6770 2.4003 4.0352 -0.093 -0.422 -0.460
H 0.5444 -0.0350 4.8742 0.142 -0.073 1.100
H 0.1080 -1.5713 2.7602 -0.047 -0.378 -0.128
H 0.3380 2.4320 1.4939 0.007 0.680 -0.684
```
Forces are in eV/Å.

Computed properties:
Relative energy (zero: lowest compared OMol25 entry of this formula, charge and spin), eV: 2.275
Lowest unoccupied orbital energy (alpha / beta), eV: -0.1336 / -0.0484
Gap between HOMO and LUMO (alpha / beta), eV: 4.786 / 4.858
2S+1: 6
E_HOMO (alpha / beta), eV: -4.92 / -4.91



3.
The following is a DFT calculation (wB97M-V/def2-TZVPD) of a structure of composition C7H14N2O3Pt in a non-equilibrium geometry.

```
27
Properties=species:S:1:pos:R:3:forces:R:3
C -1.4186 2.6229 0.3337 0.253 -1.167 0.289
C -0.5823 2.2050 -0.9310 0.576 1.478 -0.842
N -0.8452 0.8232 -1.3834 -1.868 0.093 -0.788
C -0.5200 -0.2064 -0.4147 1.740 -1.637 -0.586
C 0.5154 -1.3543 -0.7967 0.539 -1.330 0.786
C 0.6018 -2.0006 0.6348 0.471 -0.117 0.048
C 1.7188 -1.3857 1.5733 -1.104 0.542 0.010
O 2.9069 -1.1168 0.8310 -0.873 -0.813 0.538
O 2.9391 0.2711 0.6739 -0.001 1.074 -0.321
C -0.8741 -1.7742 1.1910 3.005 1.024 -3.356
O -1.3233 -2.1039 2.1784 -1.836 -1.153 3.267
N -1.6091 -0.9759 0.1543 -0.618 0.814 -0.265
H -1.5701 3.7134 0.3848 0.040 -0.553 -0.284
H -2.3651 2.0528 0.3407 0.173 0.622 0.004
H -0.8555 2.2920 1.2301 -0.294 0.279 -0.419
H -0.8518 2.8810 -1.7722 0.030 -0.371 0.360
H 0.5000 2.3400 -0.7588 -0.443 -0.276 0.020
H -1.8353 0.7578 -1.6558 -0.079 -0.099 0.578
H 0.0218 0.3003 0.4110 -0.319 0.226 -0.509
H 0.1253 -2.1968 -1.4034 -0.414 0.952 -0.196
H 1.4643 -1.0706 -1.2822 -0.313 0.239 0.630
H 0.7272 -3.1019 0.6628 -0.092 0.536 -0.563
H 1.3404 -0.4221 1.9686 0.442 -0.471 0.042
H 1.9033 -2.0402 2.4415 0.136 0.065 -0.536
H 2.7138 0.4138 -0.2611 0.452 -0.176 0.009
H -1.9349 -1.6986 -0.5022 -0.194 0.279 0.146
Pt -0.8930 0.7746 -3.8481 0.591 -0.060 1.937
```
Forces are in eV/Å.

Computed properties:
Lowest unoccupied orbital energy, eV: -13.4530
Gap between HOMO and LUMO, eV: 3.175
Charge: +2
E_HOMO, eV: -16.63



4.
The following is a DFT calculation (wB97M-V/def2-TZVPD) of a cluster of 5 separate species, C48H86F3N5O12SSi2 in total.

```
157
Properties=species:S:1:pos:R:3:forces:R:3
C 0.6160 2.8801 -2.3024 -0.652 0.435 0.153
Si -0.8577 3.8924 -1.6806 0.103 0.090 -0.834
C -0.4369 5.7157 -1.5019 -0.002 -0.564 -0.251
C -2.1442 3.8087 -3.0468 -0.326 0.165 0.881
C -1.5226 3.1528 -0.0528 0.476 0.021 -0.009
C -0.8812 3.3019 1.1129 0.520 -0.224 -0.480
S 0.6606 4.1502 1.3608 0.145 0.332 0.567
C -1.4481 2.7019 2.3504 -0.318 -0.114 -0.646
O -1.3245 3.2016 3.4298 0.190 0.317 0.802
C -2.1968 1.4299 2.1237 0.103 0.137 0.329
C -2.1991 0.4554 3.1128 -0.491 -0.208 -0.558
F -1.5785 0.6358 4.2714 0.107 -0.001 0.064
C -2.8643 -0.7294 2.8907 0.130 0.206 0.245
C -3.5194 -0.9398 1.6897 -0.178 -0.220 0.150
O -4.1708 -2.1659 1.5908 0.355 0.281 -0.499
N -5.6105 -2.1159 1.7395 -0.367 -0.041 0.582
O -5.9994 -1.1588 2.2607 0.055 -0.027 -0.309
C -3.5401 0.0010 0.6559 0.423 0.529 0.269
C -4.1974 -0.2093 -0.7014 -0.427 -0.399 0.094
F -5.3323 0.5593 -0.7344 -0.125 0.053 -0.039
F -3.3755 0.2864 -1.6700 0.402 0.181 0.042
C -4.6012 -1.6131 -1.1142 -0.194 -0.276 -0.536
C -4.6437 -1.7954 -2.6487 0.018 -0.061 0.226
Si -3.0899 -2.6719 -3.2478 0.358 -0.627 -0.403
C -3.3662 -4.5240 -3.0204 -0.429 0.419 0.067
C -2.7480 -2.3912 -5.0748 -0.184 0.390 0.250
C -1.5415 -2.1890 -2.2796 0.064 0.233 -0.195
C -1.3090 -2.5529 -0.9500 -0.206 -0.146 0.173
C -0.1650 -2.1834 -0.2548 -0.004 0.169 -0.362
C 0.8147 -1.4383 -0.9041 -0.518 -0.302 0.229
C 0.6120 -1.0794 -2.2270 0.484 0.214 0.051
C -0.5439 -1.4377 -2.9083 0.251 -0.026 0.356
C -2.8708 1.2163 0.9230 -0.042 -0.538 -0.081
C -2.8029 2.3862 -0.0315 0.575 -0.035 0.134
O -3.7139 2.7478 -0.7163 -0.783 0.145 -0.215
H 1.1798 3.5302 -2.9697 0.290 0.047 0.083
H 0.2061 2.0910 -2.9291 0.078 -0.316 0.133
H 1.2457 2.4724 -1.5191 0.222 -0.134 -0.089
H 0.4752 5.9026 -0.9491 -0.060 0.152 0.295
H -1.3029 6.2302 -1.0916 0.117 0.251 0.167
H -0.2678 6.0717 -2.5189 -0.100 0.097 -0.111
H -1.8196 4.3377 -3.9387 0.172 -0.155 -0.168
H -2.4679 2.7920 -3.2535 0.106 -0.115 -0.240
H -3.0301 4.3193 -2.6664 -0.109 0.080 -0.114
H 1.4551 3.5358 0.4706 -0.400 -0.142 -0.202
H -2.8783 -1.4720 3.6724 -0.079 -0.193 -0.034
H -3.9481 -2.3677 -0.6969 0.139 0.085 0.250
H -5.5916 -1.8194 -0.7198 -0.060 0.138 0.225
H -4.8611 -0.8725 -3.1792 0.066 0.165 0.028
H -5.4821 -2.4601 -2.8561 -0.029 -0.111 -0.171
H -4.3875 -4.7653 -3.3187 -0.086 -0.061 -0.070
H -2.7031 -5.1169 -3.6451 0.236 -0.043 0.089
H -3.2847 -4.8287 -1.9795 0.151 -0.125 0.079
H -2.0163 -3.0896 -5.4726 0.096 -0.107 0.038
H -3.6614 -2.4796 -5.6612 -0.092 -0.072 -0.042
H -2.3702 -1.3802 -5.2289 -0.003 0.068 -0.128
H -2.0436 -3.1543 -0.4265 -0.015 -0.066 0.036
H -0.0391 -2.4714 0.7782 0.008 -0.084 0.100
H 1.7090 -1.1663 -0.3632 0.149 0.129 -0.120
H 1.3986 -0.5144 -2.7103 -0.040 0.042 -0.202
H -0.6252 -1.1313 -3.9402 -0.155 0.002 -0.108
C 2.0429 10.7367 -0.2831 0.074 0.009 -0.113
O 3.3649 10.8380 -0.7781 -0.152 -0.075 0.148
C 4.3631 10.8709 0.2361 0.232 0.158 -0.174
C 5.2181 9.6231 0.1866 -0.202 -0.156 -0.017
N 4.4613 8.4539 0.6167 0.141 0.041 -0.087
C 5.1430 7.1809 0.4012 -0.212 0.041 0.039
C 5.4071 6.7553 -1.0428 0.129 -0.237 0.163
O 4.2305 6.4717 -1.7801 0.117 0.230 -0.068
C 3.6349 7.5913 -2.4162 -0.227 -0.326 -0.023
H 1.3677 10.8285 -1.1322 0.034 0.000 -0.024
H 1.8638 9.7711 0.2019 -0.038 0.045 0.088
H 1.8241 11.5412 0.4252 -0.028 -0.030 0.041
H 3.9183 11.0025 1.2262 -0.056 -0.093 0.001
H 4.9981 11.7389 0.0357 -0.013 0.008 0.025
H 6.0791 9.7527 0.8487 0.016 -0.025 -0.004
H 5.5908 9.5184 -0.8415 0.109 0.118 0.011
H 3.5818 8.4354 0.1175 -0.044 0.004 0.034
H 4.5263 6.4101 0.8703 0.054 -0.067 -0.034
H 6.0927 7.1980 0.9449 0.032 0.029 -0.040
H 5.9700 5.8184 -1.0083 -0.020 -0.007 -0.008
H 6.0369 7.4726 -1.5813 -0.097 0.100 -0.007
H 4.3705 8.3346 -2.7319 0.042 0.029 0.114
H 2.8869 8.0548 -1.7679 0.049 0.191 -0.064
H 3.1190 7.2246 -3.3046 0.016 -0.023 0.010
C -2.1001 -11.6747 -1.0620 0.066 0.097 -0.066
O -1.9336 -11.0571 -2.3238 -0.124 -0.102 0.154
C -2.7100 -11.6425 -3.3632 0.186 0.093 -0.253
C -3.7716 -10.6789 -3.8474 -0.070 0.066 0.240
N -4.8077 -10.4894 -2.8393 0.069 0.079 -0.126
C -5.7534 -9.4193 -3.1438 -0.007 -0.138 0.193
C -5.2202 -7.9909 -3.1853 -0.227 0.125 -0.122
O -4.7855 -7.5012 -1.9309 0.135 -0.064 -0.054
C -3.4373 -7.7812 -1.6018 -0.111 0.083 0.200
H -1.3859 -11.2191 -0.3780 0.010 0.026 -0.031
H -3.1094 -11.5214 -0.6651 -0.015 -0.103 0.017
H -1.8943 -12.7478 -1.1174 -0.044 -0.020 0.032
H -3.1556 -12.5876 -3.0409 -0.062 0.042 0.078
H -2.0289 -11.8582 -4.1916 -0.008 -0.027 0.008
H -4.2298 -11.0795 -4.7564 -0.018 0.022 -0.009
H -3.2696 -9.7363 -4.1050 0.065 -0.055 -0.135
H -4.3652 -10.2839 -1.9530 -0.004 -0.027 0.028
H -6.5354 -9.4577 -2.3814 -0.032 0.047 -0.031
H -6.2348 -9.6422 -4.1012 0.039 0.009 -0.032
H -6.0510 -7.3448 -3.4836 0.008 0.007 0.010
H -4.4379 -7.8573 -3.9421 0.087 -0.069 0.062
H -2.7975 -7.8219 -2.4867 -0.016 -0.058 -0.029
H -3.3468 -8.7153 -1.0400 0.094 -0.055 -0.094
H -3.0816 -6.9769 -0.9573 -0.016 0.016 -0.015
C 0.4178 5.6364 8.8998 -0.145 -0.009 0.021
O -0.8337 5.2518 8.3672 0.235 -0.020 0.032
C -0.7623 4.7199 7.0457 -0.328 0.062 -0.103
C -1.1293 3.2535 7.0339 0.138 -0.094 0.151
N -0.0982 2.4478 7.6808 -0.159 0.012 -0.010
C -0.4754 1.0542 7.8932 0.220 0.091 0.045
C -1.6227 0.7659 8.8564 -0.017 -0.275 -0.081
O -1.3383 1.0854 10.2062 -0.078 0.132 -0.050
C -1.6200 2.4199 10.5875 0.095 -0.125 0.167
H 0.2318 6.1218 9.8568 -0.036 -0.010 -0.004
H 1.0702 4.7725 9.0683 0.083 0.044 -0.054
H 0.9260 6.3473 8.2411 0.058 -0.021 0.002
H 0.2258 4.8804 6.6060 0.055 -0.057 0.072
H -1.4906 5.2662 6.4401 0.030 0.005 -0.023
H -1.2417 2.9246 5.9979 -0.006 -0.019 0.005
H -2.1023 3.1508 7.5346 -0.078 0.077 -0.107
H 0.1233 2.8605 8.5777 0.032 0.008 0.008
H 0.4102 0.5370 8.2717 -0.036 -0.061 0.004
H -0.7122 0.6069 6.9225 -0.048 0.031 -0.007
H -1.7959 -0.3141 8.8387 0.000 0.006 0.019
H -2.5616 1.2350 8.5399 0.041 0.123 0.021
H -2.4670 2.8323 10.0337 0.029 0.026 -0.060
H -0.7492 3.0682 10.4573 -0.071 0.094 -0.077
H -1.8697 2.4133 11.6490 -0.012 -0.037 -0.009
C 6.7345 -3.6364 -0.2224 0.072 0.102 -0.051
O 7.3687 -3.1813 -1.4024 -0.165 -0.108 0.107
C 7.2747 -4.0865 -2.4972 0.268 0.100 -0.165
C 6.4214 -3.5037 -3.6026 -0.188 0.080 0.165
N 5.0198 -3.4439 -3.2061 0.111 0.083 -0.104
C 4.1638 -2.7048 -4.1294 -0.086 -0.107 0.200
C 4.4128 -1.2079 -4.2873 -0.199 -0.002 -0.230
O 4.1265 -0.4524 -3.1238 0.142 -0.012 0.030
C 5.1937 -0.3299 -2.2001 -0.219 0.111 0.098
H 6.9615 -2.9220 0.5673 0.020 0.022 -0.029
H 5.6470 -3.6911 -0.3415 -0.004 -0.101 0.033
H 7.1136 -4.6182 0.0760 -0.050 -0.026 0.015
H 6.8903 -5.0584 -2.1760 -0.098 0.036 0.032
H 8.2886 -4.2366 -2.8793 -0.006 -0.026 0.012
H 6.5121 -4.1320 -4.4934 -0.016 0.015 -0.020
H 6.8251 -2.5106 -3.8430 0.128 -0.054 -0.078
H 4.9582 -3.0097 -2.2943 -0.019 -0.031 0.032
H 3.1349 -2.8334 -3.7826 -0.021 0.037 -0.050
H 4.2260 -3.1760 -5.1154 0.047 0.013 -0.014
H 3.7207 -0.8461 -5.0531 0.001 0.019 0.014
H 5.4216 -0.9837 -4.6527 0.062 -0.041 0.115
H 6.1663 -0.3263 -2.6977 0.016 -0.068 -0.008
H 5.1692 -1.1249 -1.4494 0.138 -0.045 -0.030
H 5.0683 0.6185 -1.6767 -0.011 0.018 -0.042
```
Forces are in eV/Å.

Computed properties:
Lowest unoccupied orbital energy, eV: -1.1012
SMILES: C[Si](C)(C)C1=C(S)C(=O)c2c(F)cc(ON=O)c(C(F)(F)CC[Si](C)(C)c3ccccc3)c2C1=O.COCCNCCOC.COCCNCCOC.COCCNCCOC.COCCNCCOC
Gap between HOMO and LUMO, eV: 7.277
E_HOMO, eV: -8.38